Density functional theory data (ωB97M-V/def2-TZVPD) for a molecular structure, C26H22AsBrCl5N3OS2Ti in a non-equilibrium geometry.

The geometry in XYZ format:
```
62
Properties=species:S:1:pos:R:3:forces:R:3
Ti 0.0985 -0.7714 0.0807 -1.395 0.001 1.244
H 0.3605 6.6059 3.9802 0.000 -0.001 0.003
H -2.2784 2.8892 1.0739 -0.004 0.015 0.021
C -3.6795 0.1602 1.1622 -0.032 -0.025 0.046
C 0.9296 -3.6895 1.3263 0.246 -0.136 0.116
C 0.5234 5.4751 2.1573 -0.019 -0.027 0.060
O 0.2839 -1.2660 -6.1980 0.011 -0.007 0.028
H 2.0618 1.2601 1.0813 0.028 -0.075 -0.049
C 0.0753 -2.2168 -2.6914 -0.078 -0.187 -0.047
H 4.8161 -1.6826 -1.6664 0.017 0.019 0.003
C -1.4890 -4.8553 0.7010 -0.072 0.044 -0.068
H 2.4648 -2.1750 -1.1710 -0.062 0.023 -0.012
H -0.1672 4.6420 5.3814 -0.011 -0.010 -0.003
S -0.4625 -0.7139 2.5963 0.190 0.372 0.127
C 0.1438 3.1164 2.3421 0.032 -0.035 -0.151
C 0.0624 -2.9157 0.5499 -0.185 -0.772 0.167
H -1.8496 3.0941 -0.6315 -0.003 0.003 0.016
Cl 1.8015 -5.9006 2.6716 -0.035 0.079 -0.040
C -0.0740 3.2745 3.7167 -0.005 0.100 0.018
H 0.1975 -2.1707 -6.5178 0.001 -0.023 -0.001
C -3.2392 0.4771 -1.8071 -0.040 0.004 -0.031
H -3.7782 -0.9199 1.2342 -0.008 -0.002 -0.015
C -0.5649 -5.5860 1.4337 0.096 0.007 0.030
H 0.0043 -3.0801 -2.0441 -0.030 -0.003 -0.004
C 0.2996 5.6241 3.5297 0.007 -0.032 -0.064
Cl -0.9253 -7.1919 1.9418 0.003 0.058 -0.017
C 4.0233 0.9862 0.2348 0.021 0.049 0.094
Cl -2.3692 -2.6835 -0.6361 0.231 -0.066 0.168
C 0.2770 0.0253 -2.8591 0.084 0.243 -0.297
C -2.5108 2.5746 0.0603 -0.022 0.037 -0.018
Cl -3.0253 -5.5415 0.3168 0.063 0.022 0.008
C 0.3502 0.0025 -4.2354 -0.054 -0.089 0.140
C 2.7079 0.6381 0.4696 -0.099 -0.008 -0.010
C 0.6571 -4.9923 1.7508 0.003 -0.032 0.022
H -2.9019 1.2854 -2.4573 0.001 -0.018 -0.028
N 0.0295 1.8206 1.8642 0.095 0.033 -0.031
H 0.4912 0.9053 -4.8090 -0.032 -0.005 -0.018
C 0.2427 -1.2367 -4.8513 0.036 0.120 -0.241
C 4.2446 -0.9882 -1.0661 -0.008 -0.139 -0.079
As -2.2906 0.6480 -0.0992 -0.101 0.121 -0.170
Br 0.4566 1.6918 -1.9963 0.024 0.220 -0.014
H -4.3134 0.5765 -1.6528 -0.009 0.010 -0.035
C -0.2647 0.9819 2.8247 -0.010 -0.339 -0.155
H 4.4108 1.8924 0.6793 0.025 -0.013 -0.006
H 0.7541 6.3444 1.5551 0.007 0.004 0.011
H -3.0303 -0.4734 -2.2957 -0.007 -0.022 0.036
H -4.6205 0.6131 0.8510 -0.037 -0.022 0.042
C 2.9196 -1.2655 -0.8013 -0.005 0.057 0.112
H -3.3827 0.5470 2.1359 -0.018 -0.027 0.031
N 0.1182 -1.0277 -2.0648 0.243 0.006 -0.801
C 0.0009 4.5261 4.3186 0.017 -0.019 -0.001
H -3.5466 2.8203 -0.1763 0.008 0.051 0.008
H 0.6217 4.1073 0.4975 -0.019 -0.009 0.018
S -0.4219 1.7232 4.4088 -0.099 -0.058 0.123
C 0.4483 4.2299 1.5605 0.029 0.072 -0.027
N 2.1364 -0.4627 -0.0569 1.351 0.336 -0.192
Cl 2.4587 -3.0177 1.8567 -0.137 0.043 -0.114
C 4.8134 0.1645 -0.5507 0.021 0.020 0.011
H 0.0686 -3.3624 -4.4916 -0.008 0.005 -0.007
H 5.8493 0.4062 -0.7481 -0.005 0.012 0.008
C -1.1375 -3.5717 0.2917 -0.239 0.075 -0.207
C 0.1203 -2.3710 -4.0610 -0.005 -0.060 0.239
```
Positions in Å, forces in eV/Å.

HOMO (alpha / beta), eV: -6.0 / -7.4
LUMO level (alpha / beta), hartree: 0.000 / -0.002
Strongest force on any atom, eV/Å: 1.87
Frontier orbital gap (alpha / beta), eV: 5.95 / 7.30
⟨S²⟩: 2.014
Multiplicity: 3